Formula: C14H5AgCl5NO6
Source: OMol25
Level of theory: ωB97M-V/def2-TZVPD

Output
**Orbital gap**: 4.9 eV
**Highest occupied orbital energy**: -1.02 eV
**Strongest force on any atom**: 0.5 eV Å⁻¹
**E_LUMO**: 3.90 eV
**Net charge**: -2
**Energy relative to the best compared isomer or geometry (same formula, charge and spin)**: 0.342 eV

Last column: Mulliken charge in e.
Geometry (Å):
Ag1 0.5836 -0.0938 -0.2419  0.285
O1 1.7516 -3.1861 5.2435  -0.706
C1 1.5757 -2.6709 4.1466  0.297
C2 2.5856 -1.8659 3.3722  0.205
O2 3.7267 -1.6012 3.7344  -0.729
C3 1.9179 -1.4493 2.1197  0.700
C4 0.6110 -2.0754 2.0613  0.665
O3 -0.1656 -1.9908 1.0707  -0.839
C5 0.3106 -2.6911 3.3495  0.353
O4 -0.7897 -3.1185 3.7269  -0.818
O5 2.3744 -0.6847 1.2377  -0.791
Cl1 2.0832 4.3113 -6.2590  -0.241
C6 1.5090 3.0962 -5.1580  0.313
C7 1.8866 3.1084 -3.8149  -0.094
Cl2 2.9426 4.3653 -3.2489  -0.211
C8 1.4375 2.1431 -2.9343  0.487
Cl3 1.9326 2.1680 -1.2779  -0.169
C9 0.5590 1.0772 -3.3287  -0.128
O6 0.1235 0.1908 -2.5574  -0.691
C10 0.2025 1.1106 -4.7192  0.327
Cl4 -0.8580 -0.1468 -5.2595  -0.208
C11 0.6587 2.0792 -5.5906  0.054
Cl5 0.1690 2.0408 -7.2578  -0.219
C12 -3.8695 -0.3789 2.9742  -1.357
C13 -2.6639 -0.9263 2.2145  0.349
C14 -1.8965 0.1312 1.5504  0.547
N1 -1.2445 0.9262 1.0336  -0.696
H1 -4.4225 -1.2048 3.4211  0.369
H2 -4.5427 0.1723 2.3161  0.350
H3 -3.5557 0.2901 3.7754  0.317
H4 -2.9508 -1.6400 1.4415  0.295
H5 -1.9818 -1.4862 2.8590  -0.017

Cartesian forces (eV/Å) of the 6 atoms listed first:
0.164 -0.400 -0.145
-0.010 0.067 -0.105
-0.025 -0.008 -0.008
-0.025 -0.019 -0.015
-0.112 -0.024 -0.026
0.001 -0.064 0.086

=====

Formula: C4H4O3
Source: OMol25
Level of theory: ωB97M-V/def2-TZVPD

Output
**Orbital gap**: 9.1 eV
**Highest occupied orbital energy**: -9.56 eV
**Strongest force on any atom**: 0.8 eV Å⁻¹
**E_LUMO**: -0.45 eV
**Net charge**: 0
**Energy relative to the best compared isomer or geometry (same formula, charge and spin)**: 3.165 eV

Last column: Mulliken charge in e.
Geometry (Å):
C1 -1.7906 0.1847 -0.6242  -1.028
C2 -0.8025 -0.8854 -0.2424  1.046
O1 -1.0922 -2.0132 0.1049  -0.516
C3 0.6546 -0.5741 -0.3342  -0.611
O2 0.9732 0.1638 0.7091  -0.133
C4 2.3494 0.5036 0.7542  0.317
O3 2.7410 1.3178 1.5160  -0.379
H1 -1.8917 0.8798 0.2186  0.278
H2 -2.7612 -0.2698 -0.8335  0.314
H3 -1.4447 0.7591 -1.4906  0.348
H4 2.9042 -0.0842 0.0087  0.364

Cartesian forces (eV/Å) of the 6 atoms listed first:
-0.052 -0.006 -0.016
-0.151 -0.322 0.057
0.117 0.471 -0.103
-0.061 0.212 0.287
-0.148 -0.236 -0.267
0.477 0.481 0.388

=====

Formula: C15H30Mg2O28P3V
Source: OMol25
Level of theory: ωB97M-V/def2-TZVPD

Output
**Multiplicity**: 2
**Orbital gap (alpha / beta)**: 2.7 / 2.7 eV
**Highest occupied orbital energy (alpha / beta)**: 2.95 / 2.95 eV
**Strongest force on any atom**: 9.8 eV Å⁻¹
**E_LUMO (alpha / beta)**: 5.61 / 5.61 eV
**Net charge**: -3

Last column: Mulliken spin population.
Geometry (Å):
O1 -2.1104 3.2975 -2.4179  -0.192
V1 -1.1551 2.0387 -2.8089  1.185
Mg1 1.6375 1.5306 -1.2853  0.025
Mg2 0.2437 -0.2219 1.5949  0.002
P1 1.6172 2.4089 -3.6880  -0.006
O2 2.4178 2.8149 -2.4251  0.001
O3 0.2464 3.0797 -3.8832  0.017
O4 0.9215 1.1731 -3.0384  0.001
O5 2.1015 2.2230 -5.1128  -0.002
P2 0.7207 -2.5263 2.5037  0.000
O6 -0.2241 -3.4656 1.6778  0.000
O7 0.4971 -3.0385 3.9398  0.000
O8 -0.5203 -1.5600 2.5839  0.000
O9 1.6262 -1.3443 2.0820  0.000
P3 -0.6545 1.0357 -0.3340  -0.023
O10 -1.1508 0.9732 1.1260  0.000
O11 0.0183 2.3317 -0.9017  0.002
O12 -1.6426 0.6650 -1.4488  0.008
O13 0.6291 0.2059 -0.2186  -0.019
C1 3.7048 1.0515 2.3985  0.000
O14 3.3644 2.4435 2.3767  0.000
C2 2.6929 2.8907 1.3415  0.000
O15 2.5727 2.3377 0.2710  -0.001
O16 2.3963 4.1604 1.5314  0.000
C3 1.4645 4.8283 0.6438  -0.001
H1 3.9173 0.7386 1.3742  0.000
H2 2.8526 0.4314 2.6793  0.000
H3 4.5660 0.8777 3.0380  0.000
H4 1.9206 5.2358 -0.2534  0.000
H5 0.9693 5.5501 1.2908  0.000
H6 0.7115 4.0711 0.4201  0.000
C4 -3.3731 -1.0629 0.5096  0.003
O17 -4.4044 -2.0376 0.7109  0.000
C5 -4.3409 -2.7872 1.8159  0.000
O18 -3.4135 -2.9282 2.5360  0.000
O19 -5.5776 -3.3590 2.0212  0.000
C6 -6.6734 -3.1288 1.1498  0.000
H7 -2.4461 -1.5926 0.2821  -0.001
H8 -3.1267 -0.4065 1.3432  0.001
H9 -3.6353 -0.4180 -0.3270  -0.003
H10 -7.0687 -2.1349 0.9330  0.000
H11 -7.5511 -3.6108 1.5889  0.000
H12 -6.5096 -3.6582 0.2097  0.000
C7 -1.1573 3.0818 3.2322  0.000
O20 -0.1608 2.7374 4.1994  0.000
C8 0.4872 1.6028 4.0339  -0.001
O21 0.6407 1.0188 2.9974  -0.002
O22 0.8976 1.1924 5.2393  0.000
C9 1.3548 -0.1619 5.3612  0.000
H13 -1.9615 3.6707 3.6709  0.000
H14 -1.6743 2.1795 2.9028  0.000
H15 -0.7671 3.5174 2.3143  0.000
H16 2.3918 -0.2587 5.0387  0.000
H17 0.7634 -0.8961 4.7977  0.000
H18 1.2115 -0.3737 6.4207  0.000
C10 -0.7605 -1.8200 -2.6283  0.005
O23 -1.9988 -2.2659 -3.1999  -0.002
C11 -2.3016 -1.9590 -4.5099  0.001
O24 -1.6376 -1.4561 -5.3595  0.001
O25 -3.5329 -2.4259 -4.7625  0.000
C12 -4.3418 -3.0512 -3.7896  0.000
H19 0.1604 -2.4122 -2.6904  0.001
H20 -0.8292 -1.8753 -1.5420  -0.002
H21 -0.5180 -0.8292 -3.0141  0.002
H22 -5.3835 -2.8078 -3.9942  0.000
H23 -4.1523 -2.6606 -2.7894  0.000
H24 -4.1149 -4.1169 -3.7560  0.000
C13 4.8917 0.7462 -3.8437  0.000
O26 4.9351 -0.3950 -3.0226  0.000
C14 4.0318 -0.6546 -2.1203  0.000
O27 3.2069 0.1085 -1.6942  -0.002
O28 4.1508 -1.9159 -1.7035  0.000
C15 3.4792 -2.3864 -0.5392  0.000
H25 3.9107 0.9767 -4.2725  0.000
H26 5.5981 0.6289 -4.6643  0.000
H27 5.1272 1.7159 -3.3964  0.000
H28 3.9317 -3.3452 -0.2978  0.000
H29 2.4180 -2.6092 -0.6793  0.000
H30 3.4716 -1.6137 0.2303  0.000

Cartesian forces (eV/Å) of the 6 atoms listed first:
0.774 -2.394 -1.320
2.870 4.269 2.098
2.326 -1.498 0.141
-0.472 -1.301 0.912
-1.152 -1.025 -1.432
1.408 1.998 -2.218

=====

Formula: C6H11MgN5P
Source: OMol25
Level of theory: ωB97M-V/def2-TZVPD

Output
**Orbital gap (alpha / beta)**: 4.5 / 3.3 eV
**Highest occupied orbital energy (alpha / beta)**: -1.16 / -0.01 eV
**Strongest force on any atom**: 2.5 eV Å⁻¹
**E_LUMO (alpha / beta)**: 3.33 / 3.34 eV
**Net charge**: -1
**Energy relative to the best compared isomer or geometry (same formula, charge and spin)**: 0.000 eV

Last column: Mulliken charge in e.
Geometry (Å):
C1 0.4993 -0.0250 -3.1028  -0.576
C2 -0.7225 -0.7445 -3.0623  -0.473
C3 -0.5144 -1.9473 -2.3352  -0.464
C4 0.8422 -1.9934 -1.9087  -0.596
C5 1.4902 -0.8139 -2.3851  -0.781
Mg1 0.4216 0.2656 -0.6434  0.397
P1 -0.5138 2.5059 -0.5440  -0.408
H1 0.7185 0.8636 -3.6976  0.508
H2 -1.6334 -0.4279 -3.5339  0.419
H3 -1.2713 -2.6818 -2.0923  0.389
H4 2.5633 -0.6346 -2.4152  0.582
H5 1.3410 -2.8238 -1.4383  0.470
H6 -1.4886 2.7242 0.4747  0.000
H7 -1.0096 3.2917 -1.6260  0.036
H8 0.5820 3.2976 -0.0484  0.064
N1 0.7763 0.4323 4.5436  -0.657
N2 0.0666 0.1783 3.3749  1.029
N3 -0.9944 -0.6552 3.4161  -0.940
C6 -1.1719 -0.9065 2.0936  -0.289
N4 -0.2309 -0.3124 1.3328  -0.075
N5 0.6028 0.3617 2.1751  -0.577
H9 1.4404 1.1910 4.4012  0.243
H10 0.1679 0.3891 5.3299  0.258
H11 -1.9614 -1.5349 1.6914  0.441

Cartesian forces (eV/Å) of the 6 atoms listed first:
0.508 -1.007 0.124
0.936 -0.021 0.492
0.409 0.447 0.355
-0.418 0.664 -0.714
-0.606 0.116 -0.821
0.328 -1.263 0.137

=====

Formula: C6H14NO
Source: OMol25
Level of theory: ωB97M-V/def2-TZVPD

Output
**Orbital gap**: 4.4 eV
**Highest occupied orbital energy**: -1.15 eV
**Strongest force on any atom**: 5.7 eV Å⁻¹
**E_LUMO**: 3.20 eV
**Net charge**: -1
**Energy relative to the best compared isomer or geometry (same formula, charge and spin)**: 4.341 eV

Last column: Mulliken charge in e.
Geometry (Å):
C1 1.1045 -3.0504 2.8903  -1.131
C2 0.2200 -2.2044 2.0027  -0.314
N1 0.9710 -0.9632 1.8181  -0.700
C3 0.3121 -0.0913 0.8760  -0.542
C4 0.5419 -0.4399 -0.6315  -1.337
C5 -2.0041 2.7521 -1.6850  -0.771
C6 -0.7080 2.6108 -2.3114  0.171
O1 -0.3457 1.7104 -3.0723  -0.521
H1 1.1814 -2.6619 3.9024  0.277
H2 2.0374 -3.1582 2.3384  0.268
H3 0.7190 -4.0820 2.8997  0.374
H4 -0.0006 -2.7097 1.0587  0.196
H5 -0.7953 -2.0624 2.4382  0.263
H6 0.8108 0.8874 0.9221  0.238
H7 -0.7834 0.1123 0.9915  0.292
H8 -0.2154 -0.9138 -1.2611  0.271
H9 0.8980 0.4436 -1.1904  0.392
H10 1.4883 -0.9712 -0.7676  0.454
H11 -2.9434 2.2407 -1.9260  0.279
H12 -2.1330 3.6593 -1.0930  0.261
H13 -1.1472 1.9843 -1.1738  0.274
H14 -0.1166 3.5542 -2.3631  0.305

Cartesian forces (eV/Å) of the 6 atoms listed first:
-0.762 -1.505 -0.879
0.902 1.848 0.089
-1.555 0.151 -0.278
1.140 -0.363 -0.350
1.090 0.524 -0.900
1.199 -0.978 1.560

=====

Formula: C46H39ClN2NiO4P2Si
Source: OMol25
Level of theory: ωB97M-V/def2-TZVPD

Output
**Multiplicity**: 3
**Orbital gap (alpha / beta)**: 6.4 / 8.3 eV
**Highest occupied orbital energy (alpha / beta)**: -6.37 / -8.31 eV
**Strongest force on any atom**: 0.2 eV Å⁻¹
**E_LUMO (alpha / beta)**: 0.02 / -0.04 eV
**Net charge**: 0
**Energy relative to the best compared isomer or geometry (same formula, charge and spin)**: 0.000 eV

Last column: Mulliken spin population.
Geometry (Å):
Ni1 0.2312 0.0512 -0.1539  1.398
C1 -1.5812 1.2869 2.9120  0.028
Si1 -1.6066 0.2773 1.3100  0.153
C2 -3.0510 1.0071 0.2869  0.028
C3 -4.3019 1.2678 0.8617  -0.026
C4 -5.3432 1.7974 0.1216  0.001
C5 -5.1599 2.0902 -1.2276  0.000
C6 -3.9364 1.8442 -1.8195  -0.010
C7 -2.8896 1.2960 -1.0709  -0.003
P1 -1.2252 1.0731 -1.7752  0.061
C8 -0.6862 2.8215 -1.9724  -0.006
C9 -1.3757 3.8435 -1.3134  0.010
C10 -0.8918 5.1452 -1.3171  -0.003
C11 0.2876 5.4529 -1.9788  0.005
C12 0.9812 4.4468 -2.6342  -0.004
C13 0.5042 3.1443 -2.6259  0.010
C14 -1.5351 0.4355 -3.4635  0.024
C15 -2.7180 -0.2528 -3.7365  0.012
C16 -2.9759 -0.7415 -5.0080  -0.004
C17 -2.0507 -0.5641 -6.0251  0.009
C18 -0.8510 0.0750 -5.7515  -0.005
C19 -0.5880 0.5625 -4.4800  0.013
C20 -2.2768 -1.4507 1.7385  0.032
C21 -3.2143 -1.6978 2.7476  -0.019
C22 -3.6939 -2.9727 2.9929  0.000
C23 -3.2370 -4.0464 2.2348  0.002
C24 -2.2984 -3.8321 1.2429  -0.004
C25 -1.8262 -2.5413 0.9869  -0.017
P2 -0.4980 -2.2646 -0.2371  0.071
C26 0.6521 -3.5943 0.2864  0.008
C27 0.9480 -3.6876 1.6481  0.020
C28 1.8738 -4.6092 2.1069  -0.003
C29 2.5244 -5.4480 1.2105  0.011
C30 2.2338 -5.3638 -0.1426  -0.005
C31 1.2998 -4.4442 -0.6041  0.012
C32 -1.1067 -2.8659 -1.8425  -0.001
C33 -2.2943 -3.5682 -2.0253  0.005
C34 -2.6252 -4.0621 -3.2798  -0.001
C35 -1.7731 -3.8619 -4.3553  0.002
C36 -0.6040 -3.1327 -4.1876  0.002
C37 -0.2789 -2.6218 -2.9413  0.031
H1 -2.5413 1.2915 3.4359  0.003
H2 -1.3261 2.3276 2.6941  -0.006
H3 -0.8230 0.9010 3.5975  -0.003
H4 -4.4631 1.0486 1.9119  0.001
H5 -6.3010 1.9878 0.5904  0.000
H6 -5.9686 2.5142 -1.8091  0.000
H7 -3.7854 2.0851 -2.8653  0.000
H8 -2.2955 3.6306 -0.7856  0.001
H9 -1.4450 5.9192 -0.7999  0.000
H10 0.6650 6.4673 -1.9796  0.000
H11 1.9121 4.6614 -3.1429  0.000
H12 1.0980 2.3875 -3.1112  0.002
H13 -3.4519 -0.4057 -2.9562  0.001
H14 -3.9033 -1.2667 -5.1983  0.000
H15 -2.2557 -0.9377 -7.0205  0.001
H16 -0.1057 0.1947 -6.5275  0.000
H17 0.3717 1.0180 -4.2945  0.005
H18 -3.5699 -0.8767 3.3604  0.002
H19 -4.4179 -3.1379 3.7814  0.000
H20 -3.5995 -5.0474 2.4311  0.000
H21 -1.9093 -4.6738 0.6812  0.001
H22 0.4485 -3.0327 2.3537  0.002
H23 2.0914 -4.6702 3.1658  0.000
H24 3.2499 -6.1678 1.5671  0.001
H25 2.7310 -6.0187 -0.8466  0.000
H26 1.0815 -4.3933 -1.6627  0.003
H27 -2.9645 -3.7326 -1.1923  0.000
H28 -3.5508 -4.6078 -3.4139  0.000
H29 -2.0314 -4.2534 -5.3312  0.000
H30 0.0467 -2.9415 -5.0308  0.000
H31 0.6161 -2.0202 -2.8196  -0.014
N1 1.0495 2.0377 0.3898  0.100
C38 1.7759 1.8648 1.5978  0.053
C39 1.9204 2.8080 2.5751  0.012
C40 2.7607 2.5581 3.6827  0.000
C41 3.4934 1.4076 3.7621  0.005
C42 3.3606 0.4158 2.7615  -0.016
C43 4.1351 -0.7691 2.7013  0.004
C44 3.9530 -1.6357 1.6670  0.002
C45 2.9162 -1.3911 0.7383  0.025
N2 2.1496 -0.3336 0.7924  0.045
C46 2.4314 0.6173 1.7300  -0.064
H32 1.7084 2.1520 -0.3868  -0.014
H33 0.4301 2.8393 0.4176  -0.007
H34 1.4226 3.7656 2.4792  -0.001
H35 2.8588 3.3159 4.4487  0.000
H36 4.1879 1.2469 4.5772  0.000
H37 4.8834 -0.9550 3.4625  0.000
H38 4.5527 -2.5281 1.5597  0.000
H39 2.7183 -2.0998 -0.0534  -0.006
O1 3.3002 1.4957 -1.4210  -0.002
Cl1 2.9883 0.4274 -2.3477  0.001
O2 3.8646 -0.6833 -2.1366  0.002
O3 3.0700 0.9102 -3.6958  0.004
O4 1.6022 -0.0026 -2.1061  0.021

Cartesian forces (eV/Å) of the 6 atoms listed first:
0.137 0.072 -0.189
-0.017 -0.013 0.004
0.049 -0.007 0.087
-0.007 -0.001 -0.006
0.006 0.003 0.005
0.000 -0.005 0.005